{
  "formula": "C29H59AlB3CaF10IN2O17SV",
  "method": "the ωB97M-V functional and the def2-TZVPD basis",
  "homo_energy_ev": -9.3,
  "total_charge": 1,
  "e_tot_ev": -167656.525,
  "orbital_gap_ev": 1.68,
  "fmax_ev_per_a": 7.1,
  "symbols": ["C", "C", "C", "O", "C", "N", "C", "B", "O", "O", "C", "C", "S", "C", "C", "C", "I", "C", "C", "C", "C", "C", "O", "C", "O", "C", "F", "O", "C", "C", "C", "C", "C", "C", "C", "H", "H", "H", "H", "H", "H", "H", "H", "H", "H", "H", "H", "H", "H", "H", "H", "H", "H", "H", "H", "H", "H", "H", "H", "H", "H", "H", "H", "H", "H", "H", "H", "H", "H", "H", "H", "H", "H", "H", "H", "H", "H", "H", "H", "H", "H", "H", "B", "F", "F", "F", "F", "Al", "O", "C", "C", "O", "H", "H", "H", "H", "B", "F", "F", "F", "F", "F", "O", "V", "O", "Ca", "O", "H", "H", "C", "O", "C", "O", "O", "C", "H", "H", "H", "H", "H", "H", "N", "O", "O", "O"],
  "positions_angstrom": [[4.417168, 4.304728, 2.093992], [2.827035, 4.369885, 2.273803], [2.038912, 4.698128, 0.891729], [0.944939, 3.740916, 0.828989], [0.140383, 3.963169, -0.359317], [-0.656047, 2.680395, -0.597022], [-2.096018, 2.921310, -0.922113], [-2.420178, 3.921837, -2.155753], [-1.522470, 4.642110, -2.974812], [-3.838218, 4.166269, -2.416910], [-3.002600, 1.604004, -1.034315], [-2.254366, 0.271568, -1.531136], [-3.030249, -1.127129, -0.493587], [-2.552010, 0.115734, -3.114980], [-3.219097, -1.270383, -3.564268], [-4.841246, -1.288525, -3.438084], [-2.847748, -1.412541, -5.747303], [-0.673214, 0.228753, -1.166569], [0.118493, -1.006355, -1.798644], [0.278858, -2.167889, -0.669120], [1.778822, -2.164231, -0.029021], [2.794637, -3.011547, -0.924256], [3.119890, -4.320616, -0.347249], [1.926762, -5.009428, -0.000676], [1.805704, -5.468943, 1.146823], [0.048456, 1.662120, -1.419301], [0.058468, 1.866060, -2.819085], [1.411167, 1.450170, -0.995854], [2.371345, 1.942636, -1.972162], [3.836528, 1.939969, -1.270221], [4.070229, 0.700396, -0.290556], [4.995706, 2.122661, -2.373822], [5.352682, 0.780733, -3.167707], [6.519432, -0.030380, -2.377557], [6.024049, 1.228212, -4.578949], [4.874305, 4.525567, 3.127921], [4.847141, 5.065177, 1.367361], [4.743585, 3.225095, 1.861738], [2.496201, 3.309981, 2.586555], [2.483634, 5.049905, 3.132403], [1.560305, 5.734557, 1.010942], [2.759148, 4.626997, 0.013934], [-0.552319, 4.842087, -0.065902], [0.751174, 4.281556, -1.263304], [-0.676154, 2.262192, 0.364983], [-2.506284, 3.477318, 0.009391], [-0.615117, 4.280627, -2.979886], [-4.345544, 4.061678, -1.566161], [-3.387454, 1.378781, 0.032471], [-3.937667, 1.723569, -1.670013], [-2.472296, -2.344381, -0.880828], [-3.196591, 0.967639, -3.542198], [-1.558729, 0.184549, -3.694312], [-2.729700, -2.202095, -3.136684], [-5.062905, -1.970382, -2.534113], [-5.247260, -0.241525, -3.188652], [-5.341818, -1.787100, -4.341063], [-0.628455, 0.088772, -0.020727], [-0.444083, -1.527589, -2.662511], [1.149902, -0.762972, -2.207693], [-0.419095, -2.016563, 0.214719], [0.095403, -3.200174, -1.114427], [1.705316, -2.532850, 1.059976], [2.049712, -1.049949, 0.057787], [2.342073, -3.116945, -1.982056], [3.805356, -2.494361, -1.083496], [1.045318, -5.113249, -0.718975], [2.496986, 1.253773, -2.888384], [2.208342, 3.038235, -2.281252], [3.880885, 2.884325, -0.617641], [3.376905, 0.847581, 0.615770], [3.906902, -0.314133, -0.801156], [5.157770, 0.746117, 0.081989], [4.680775, 2.912417, -3.148053], [5.911195, 2.540895, -1.815803], [4.435384, 0.135174, -3.385022], [7.404900, -0.231454, -3.064148], [6.038731, -0.986160, -1.970691], [6.922417, 0.635260, -1.533811], [6.714654, 2.126819, -4.373538], [6.670989, 0.388184, -4.999908], [5.227191, 1.468440, -5.369877], [-3.546126, 6.559126, 0.289341], [-4.581605, 5.563670, 0.128993], [-3.432610, 7.326332, -0.912682], [-3.877572, 7.414181, 1.369638], [-2.289127, 5.899088, 0.559704], [-6.464669, 0.133823, -4.182574], [1.092001, -7.339500, 4.954530], [2.100054, -6.635940, 5.358914], [3.384574, -6.917095, 4.351111], [4.398140, -6.233043, 4.768767], [2.479887, -6.833901, 6.374191], [1.979734, -5.540433, 5.371114], [3.007427, -6.693963, 3.339153], [3.496714, -8.013026, 4.315015], [9.797633, -0.337812, -0.260235], [9.311164, -1.520672, -0.907721], [8.683048, 0.486423, 0.124981], [10.545626, -0.701839, 0.901908], [10.636628, 0.388822, -1.163096], [-1.693170, -3.489974, 1.041319], [-4.982708, 4.785768, -3.640157], [-6.458738, 5.433669, -4.331724], [-7.917029, 6.075388, -5.011533], [-3.620479, -2.403311, 1.620216], [-2.964292, -4.463431, 5.332757], [-3.219313, -5.390092, 5.432219], [-2.029013, -4.504155, 5.094302], [-6.209073, -4.863159, 5.212316], [-6.009107, -5.937739, 4.294576], [-6.955674, -6.894953, 4.351244], [-7.907855, -6.901798, 5.086022], [-6.649161, -7.835545, 3.446157], [-7.574818, -8.923146, 3.395074], [-5.390603, -4.154586, 5.079223], [-7.149738, -4.347914, 5.004074], [-6.187565, -5.224227, 6.242238], [-8.569271, -8.569943, 3.114897], [-7.606660, -9.447097, 4.352155], [-7.227924, -9.619606, 2.631684], [-5.735718, 9.114451, 3.537926], [-5.097231, 10.166075, 3.591744], [-5.543358, 8.231450, 4.376903], [-6.569753, 8.944455, 2.644676]],
  "forces_ev_per_angstrom": [[-0.021, -0.194, 1.310], [-0.218, -0.863, -0.401], [0.605, 0.868, 2.159], [-0.557, -0.321, -2.431], [0.745, 2.638, 1.727], [0.506, 0.272, 0.803], [-2.216, 0.545, 0.103], [-0.493, 2.494, -1.753], [-1.101, -2.231, 1.477], [4.179, -2.205, 4.001], [0.128, -1.407, 1.774], [0.655, 0.916, -0.941], [0.165, 0.331, -1.757], [0.603, -0.800, -0.574], [-0.464, 0.782, -0.954], [1.929, -1.928, 1.742], [-0.091, 0.030, 0.731], [-0.170, 0.454, 0.453], [-0.396, -1.495, 0.254], [1.262, 0.183, 0.463], [-0.957, 0.575, 0.122], [0.329, 0.841, -0.685], [-2.977, 0.126, -0.221], [0.618, -0.656, 3.615], [0.407, 1.182, -3.859], [2.206, -4.494, -0.860], [-1.101, 0.904, 2.058], [-2.805, 1.446, -1.272], [3.555, 0.412, -0.373], [-0.101, 0.505, 0.229], [0.259, 0.676, 0.043], [-0.808, -0.205, -0.017], [1.974, 0.713, -0.580], [-0.896, 0.525, 0.127], [-0.321, -0.191, 0.251], [-0.561, -0.265, -1.644], [-0.631, -1.069, 0.809], [-0.453, 1.805, -0.039], [0.387, 1.594, -0.510], [0.620, -0.760, -1.530], [0.862, -1.291, -0.599], [-1.143, 0.002, 0.877], [0.352, -1.527, -0.929], [-0.667, -0.869, 0.962], [0.540, 0.268, -0.707], [0.681, -0.485, -1.505], [-0.578, 0.393, -0.067], [0.227, 0.791, -0.866], [0.536, 0.454, -1.503], [1.410, 0.324, 0.809], [0.105, 1.055, 0.238], [0.894, -1.127, 0.897], [-1.452, -0.058, 1.148], [-0.841, 1.331, -0.442], [-0.198, 1.271, -1.233], [2.533, -1.875, 1.221], [0.491, 0.852, 0.881], [0.068, 0.322, -1.648], [0.615, 1.261, 1.102], [-1.395, 0.105, 0.603], [0.698, -0.254, -1.415], [-0.037, 1.423, 0.547], [0.350, 0.238, -1.787], [0.011, -1.733, -0.253], [0.585, -0.099, 1.490], [-1.477, -0.819, 0.511], [1.467, 0.369, 0.271], [-0.791, 1.018, 1.353], [-0.163, -1.771, 0.320], [-0.123, -1.350, -0.796], [0.990, -0.535, -1.316], [0.219, 1.561, 0.745], [-1.655, -0.191, -0.560], [0.269, -0.909, 1.172], [-1.266, -0.790, -1.000], [1.075, 0.805, 0.412], [-1.304, -0.081, 1.015], [1.223, 1.190, -0.373], [-0.514, -1.368, -1.055], [-1.112, -1.315, -0.486], [-0.925, 1.103, 0.600], [1.164, -0.010, 1.131], [-0.483, 1.872, 0.238], [0.710, -0.297, -0.226], [0.008, -1.123, 0.859], [0.381, -1.090, -0.946], [-0.406, -0.417, -0.367], [-2.804, 1.260, -2.181], [2.470, 1.229, 0.280], [-5.827, 0.566, 3.643], [5.977, -0.677, -3.836], [-2.684, -1.137, -0.216], [0.585, -0.998, -0.432], [0.201, 0.054, -1.181], [-0.605, 1.079, 0.459], [-0.162, -0.062, 1.258], [0.556, -0.171, 0.073], [0.085, 0.730, 0.320], [0.322, -0.334, -0.232], [-0.620, 0.275, -0.770], [-0.678, -0.406, 0.524], [-2.816, 1.273, 0.680], [-2.991, 0.808, -2.580], [-2.776, 2.416, -1.437], [3.704, -2.088, 1.836], [2.307, -2.220, 0.961], [0.095, 0.052, -0.434], [0.007, 0.081, 0.010], [-0.040, -0.067, 0.173], [-0.144, 0.358, 0.229], [0.068, -0.012, -0.193], [-0.215, -0.505, -0.072], [0.421, 0.177, -0.265], [0.117, 0.554, 0.219], [-0.328, -0.510, -0.074], [0.075, -0.271, -0.083], [-0.042, -0.207, 0.173], [-0.162, 0.060, -0.111], [0.085, 0.006, 0.196], [-0.096, 0.177, -0.061], [0.184, 0.255, 0.057], [0.218, 0.028, 0.011], [-0.217, -0.280, -0.073], [-0.114, 0.136, -0.221], [0.118, 0.013, 0.175]]
}